{
  "formula": "C48H56AlBrFN2O2PSi",
  "method": "ωB97M-V with the def2-TZVPD basis set",
  "elements": ["Al", "C", "C", "C", "C", "C", "C", "C", "N", "C", "C", "C", "C", "C", "C", "C", "N", "C", "C", "C", "C", "H", "H", "H", "H", "H", "H", "H", "H", "H", "H", "H", "H", "H", "H", "H", "H", "H", "H", "H", "H", "H", "H", "H", "H", "C", "P", "C", "C", "C", "C", "C", "C", "C", "C", "C", "C", "C", "C", "H", "H", "H", "H", "H", "H", "H", "H", "H", "H", "H", "H", "H", "C", "Si", "C", "C", "H", "H", "H", "H", "H", "H", "H", "H", "H", "Br", "C", "C", "C", "C", "C", "C", "C", "O", "O", "H", "H", "H", "H", "F", "C", "C", "C", "C", "C", "C", "C", "H", "H", "H", "H", "H", "H"],
  "xyz": [[-0.07, -0.53, 0.86], [-5.95, 2.67, -1.27], [-5.21, 3.13, -0.01], [-6.09, 2.92, 1.23], [-4.89, 4.62, -0.14], [-3.95, 2.29, 0.16], [-2.67, 2.84, 0.28], [-1.59, 2.01, 0.46], [-1.68, 0.68, 0.51], [-2.91, 0.12, 0.40], [-4.03, 0.90, 0.23], [-2.99, -1.35, 0.59], [-4.14, -2.08, 0.30], [-4.20, -3.44, 0.58], [-3.05, -4.01, 1.12], [-1.93, -3.23, 1.34], [-1.89, -1.93, 1.08], [-5.42, -4.28, 0.28], [-5.74, -5.19, 1.48], [-5.12, -5.15, -0.96], [-6.66, -3.42, -0.01], [-6.85, 3.28, -1.41], [-6.27, 1.63, -1.20], [-5.32, 2.77, -2.15], [-7.01, 3.50, 1.13], [-5.57, 3.26, 2.13], [-6.36, 1.87, 1.37], [-5.82, 5.18, -0.26], [-4.26, 4.81, -1.02], [-4.38, 5.00, 0.75], [-2.51, 3.91, 0.24], [-0.59, 2.41, 0.58], [-5.00, 0.43, 0.20], [-4.98, -1.58, -0.15], [-3.00, -5.06, 1.37], [-1.04, -3.67, 1.75], [-4.96, -5.93, 1.64], [-6.67, -5.73, 1.30], [-5.85, -4.60, 2.39], [-4.27, -5.81, -0.77], [-4.88, -4.53, -1.82], [-5.99, -5.77, -1.20], [-6.85, -2.72, 0.80], [-7.53, -4.07, -0.12], [-6.55, -2.86, -0.94], [0.95, 4.62, -0.60], [1.61, 2.92, -0.89], [3.34, 3.18, -0.22], [3.57, 1.18, 1.51], [5.01, 0.82, 1.33], [5.80, 1.15, 0.30], [5.46, 1.90, -0.90], [4.41, 2.70, -1.14], [1.66, 2.89, -2.72], [1.25, 1.69, -3.31], [1.08, 1.58, -4.69], [1.32, 2.68, -5.49], [1.74, 3.88, -4.93], [1.91, 3.99, -3.55], [1.61, 5.39, -1.01], [0.84, 4.79, 0.47], [-0.03, 4.72, -1.07], [3.35, 1.02, 2.57], [5.46, 0.23, 2.12], [6.83, 0.79, 0.33], [6.16, 1.78, -1.72], [4.36, 3.14, -2.13], [1.04, 0.83, -2.68], [0.76, 0.64, -5.11], [1.18, 2.62, -6.57], [1.94, 4.74, -5.56], [2.25, 4.93, -3.13], [3.34, 2.68, 1.24], [2.44, -0.22, 0.71], [3.11, -1.71, 1.73], [3.06, -0.61, -1.04], [4.12, 3.24, 1.77], [2.39, 2.97, 1.70], [3.45, 4.27, -0.18], [4.18, -1.61, 1.94], [2.99, -2.65, 1.19], [2.59, -1.82, 2.70], [4.15, -0.72, -1.05], [2.79, 0.15, -1.77], [2.63, -1.56, -1.36], [0.15, -6.57, -4.50], [0.35, -5.55, -2.92], [0.81, -6.17, -1.77], [0.95, -5.42, -0.61], [0.64, -4.07, -0.61], [0.19, -3.46, -1.77], [0.05, -4.20, -2.94], [-0.18, -1.99, -1.83], [-0.55, -1.50, -2.88], [-0.13, -1.32, -0.71], [1.05, -7.23, -1.78], [1.32, -5.89, 0.30], [0.76, -3.49, 0.29], [-0.30, -3.71, -3.84], [-5.32, -1.00, 5.16], [-4.08, -0.80, 4.67], [-3.75, 0.44, 4.15], [-2.47, 0.63, 3.64], [-1.52, -0.39, 3.62], [-0.21, -0.23, 2.93], [-1.88, -1.60, 4.21], [-3.15, -1.82, 4.73], [-4.49, 1.23, 4.15], [-2.22, 1.61, 3.24], [0.55, -0.87, 3.39], [0.16, 0.80, 3.01], [-1.16, -2.41, 4.25], [-3.43, -2.77, 5.18]],
  "e_lumo_ev": -0.6,
  "e_homo_ev": -6.79,
  "orbital_gap_ev": 6.2
}


{
  "formula": "C4H10N3O",
  "method": "ωB97M-V with the def2-TZVPD basis set",
  "elements": ["C", "C", "C", "C", "N", "N", "N", "O", "H", "H", "H", "H", "H", "H", "H", "H", "H", "H"],
  "xyz": [[0.44, 0.34, 0.38], [-0.08, 0.15, -1.05], [-0.11, -0.71, 1.32], [-1.39, 0.84, -1.21], [-0.31, -1.24, -1.31], [-0.32, -2.04, -0.46], [1.96, 0.14, 0.27], [-1.37, -0.41, 1.66], [0.32, 1.43, 0.74], [0.59, 0.58, -1.73], [0.66, -1.18, 2.05], [-2.03, 0.46, -2.03], [-1.37, 1.92, -1.14], [-2.02, 0.64, -0.40], [2.53, 0.72, 0.96], [2.38, 0.36, -0.63], [2.04, -0.96, 0.37], [-1.90, -1.04, 2.18]],
  "e_lumo_ev": [-3.9, -3.9],
  "total_charge": 1,
  "e_homo_ev": [-11.74, -11.75],
  "orbital_gap_ev": [7.9, 7.9]
}


Looking at energy above the lowest of the compared OMol25 structures with the same formula, charge and spin for the records above, in order, we have 1.2295; 3.8997 eV.
Looking at strongest force on any atom for the records above, in order, we have 0.0211; 0.0557 Eh/bohr.